104
Properties=species:S:1:pos:R:3:forces:R:3 method="wB97M-V/def2-TZVPD" charge=+1
C 2.508499 -2.316394 -1.566722 0.2 -0.6 -0.5
B 3.056275 -3.738617 -1.861603 -0.2 0.7 0.9
O 2.930335 -4.797143 -1.024995 -0.9 0.7 -0.7
P 3.982105 -4.104999 -3.550528 0.1 -1.3 -0.2
C 4.976692 -5.616874 -3.304040 -0.4 0.6 -0.4
C 2.793686 -4.368412 -4.917559 0.5 0.9 -0.3
C 1.672440 -3.312251 -5.019841 0.3 -0.8 0.0
C 0.430720 -3.675502 -4.247087 -0.3 1.4 -0.1
O -0.362366 -4.612714 -4.958129 0.3 0.2 0.7
C -0.253630 -5.846639 -4.392493 -1.4 1.5 1.5
C -0.638422 -6.060169 -2.957802 0.3 0.6 0.2
O 0.127225 -6.733436 -5.032848 1.4 -3.2 -2.5
H 2.882543 -1.956168 -0.613600 0.0 0.3 0.1
H 2.693180 -1.625000 -2.376736 0.2 0.5 0.1
H 1.423883 -2.402886 -1.492165 -0.2 0.0 0.3
H 2.404905 -5.487850 -1.472048 0.8 -0.8 0.5
H 4.850143 -3.076111 -3.943518 -0.2 0.1 0.0
H 5.915471 -5.343967 -2.843408 0.3 0.0 0.0
H 5.103951 -6.119061 -4.252018 0.4 0.0 -0.3
H 4.424387 -6.299440 -2.670685 0.0 0.2 0.2
H 2.437534 -5.392108 -4.909731 -0.2 -0.2 0.2
H 3.392815 -4.272399 -5.817206 0.3 -0.2 -0.2
H 2.003232 -2.321233 -4.738931 0.2 0.2 0.2
H 1.417828 -3.249650 -6.067953 -0.3 0.1 -0.3
H 0.661978 -4.015462 -3.243286 0.1 -0.1 0.1
H -0.144993 -2.766109 -4.112847 -0.3 0.1 0.0
H -0.427758 -7.087163 -2.739185 -0.1 -0.5 0.2
H -1.666893 -5.816834 -2.731534 -0.3 0.1 -0.1
H -0.013681 -5.441766 -2.322368 -0.1 0.0 0.4
O 2.210735 2.124568 0.817428 0.2 -0.1 -0.4
S 1.073782 1.260479 0.876433 -0.5 0.0 0.7
O 0.698701 0.446396 -0.243712 0.3 0.0 -0.2
O -0.177103 2.094207 1.362584 0.1 -0.2 0.0
C -0.500281 3.304629 0.638861 -0.3 0.7 -0.4
C -1.235617 3.032330 -0.656622 0.1 -0.4 -0.1
C 1.211727 0.228122 2.297681 0.0 -0.1 0.1
H 0.406576 3.887970 0.472494 0.1 -0.1 0.1
H -1.139604 3.883935 1.302027 0.1 -0.2 0.2
H -0.598103 2.533750 -1.387826 0.1 0.1 0.0
H -1.578895 3.971145 -1.090802 0.0 0.0 0.1
H -2.095742 2.388006 -0.478129 -0.1 0.1 0.0
H 1.445449 0.847539 3.158956 0.0 0.0 0.0
H 2.016527 -0.479908 2.111795 0.0 0.0 0.0
H 0.272386 -0.299841 2.440088 0.0 0.0 0.0
O -4.533073 2.388007 0.293369 0.2 -0.3 0.2
S -5.903294 2.785258 0.384409 -0.5 0.4 -0.6
O -6.455362 3.208768 1.632191 0.2 0.0 0.3
O -6.835160 1.654659 -0.237990 0.2 0.1 -0.1
C -6.683474 0.309817 0.253333 -0.1 -0.6 0.3
C -7.355814 0.111689 1.597890 0.1 0.2 0.1
C -6.228448 4.019826 -0.826923 0.0 0.0 -0.1
H -5.625857 0.042773 0.294162 0.0 0.2 0.0
H -7.151678 -0.331756 -0.491085 0.0 0.2 -0.2
H -6.847599 0.674864 2.380028 0.0 0.0 0.0
H -7.342533 -0.942777 1.874794 0.0 0.0 -0.1
H -8.388613 0.457787 1.565606 0.0 -0.1 0.0
H -5.852928 3.677226 -1.787117 0.0 0.0 0.0
H -5.708330 4.924288 -0.516993 0.0 0.0 0.1
H -7.299867 4.197358 -0.866898 0.0 0.0 0.0
O 1.325511 8.377503 1.930179 -0.2 -0.1 -0.2
S 2.713394 8.065086 2.070442 0.4 0.1 0.6
O 3.419026 7.389529 1.028801 -0.1 0.0 -0.3
O 2.925418 7.275796 3.436957 0.1 0.2 0.0
C 2.115684 6.107482 3.670953 -0.4 -0.7 0.0
C 2.620228 4.897595 2.906479 0.1 0.2 -0.2
C 3.601473 9.518127 2.517347 0.0 0.0 0.1
H 1.071232 6.320575 3.435238 0.0 0.1 -0.1
H 2.170940 5.916267 4.741141 0.1 0.2 0.0
H 2.489784 5.027915 1.832820 0.0 0.0 0.0
H 2.073727 4.002907 3.206706 0.0 0.0 0.1
H 3.684001 4.741192 3.086534 0.0 0.0 0.1
H 3.089176 10.002265 3.344038 0.0 0.0 0.0
H 3.617061 10.169995 1.646770 0.0 -0.1 0.0
H 4.614120 9.238196 2.794963 0.0 0.0 0.0
O 3.051426 -7.321650 -1.892428 -0.5 0.0 0.3
S 2.590627 -8.662814 -1.612166 0.1 -1.5 -0.4
O 1.621984 -8.899237 -0.594646 -0.1 0.6 0.1
O 3.850945 -9.589556 -1.367289 -0.2 0.4 -0.3
C 4.823508 -9.181013 -0.379196 0.5 0.1 0.7
C 4.357494 -9.465181 1.034625 -0.3 0.1 0.0
C 2.044330 -9.406603 -3.111067 0.1 0.1 -0.1
H 5.072820 -8.126692 -0.511978 -0.1 0.0 -0.1
H 5.721607 -9.755881 -0.594835 -0.1 -0.1 -0.2
H 3.511873 -8.834256 1.307343 0.0 0.0 0.0
H 5.164526 -9.275835 1.741973 0.1 0.0 -0.1
H 4.035637 -10.501464 1.131608 0.1 0.0 0.0
H 2.805242 -9.264264 -3.873599 0.0 0.0 0.0
H 1.118750 -8.915322 -3.406675 0.0 0.0 0.0
H 1.867023 -10.462975 -2.928462 0.0 0.0 0.1
O -3.264711 7.301630 1.741819 0.1 -0.3 -0.2
S -2.879544 7.362103 3.118179 -0.3 0.5 0.4
O -1.865346 6.493687 3.628819 0.2 -0.2 -0.2
O -4.185814 7.217714 4.018647 0.1 0.2 -0.1
C -5.036063 6.083438 3.757365 -0.4 -0.6 0.0
C -4.468746 4.809566 4.344238 0.3 -0.1 0.0
C -2.486021 9.021715 3.549626 0.0 0.1 0.0
H -5.206327 5.982638 2.684596 0.1 0.1 0.0
H -5.996427 6.310555 4.216214 0.1 0.3 0.1
H -3.552310 4.522200 3.829222 0.0 0.0 0.0
H -5.182813 3.992119 4.244893 -0.1 0.1 0.0
H -4.221596 4.941213 5.398053 -0.1 0.0 0.0
H -3.283739 9.672742 3.203088 0.0 0.0 0.0
H -1.549439 9.271627 3.055145 0.0 -0.1 0.0
H -2.370270 9.084606 4.628355 0.0 0.0 0.0

116
Properties=species:S:1:pos:R:3:forces:R:3 method="wB97M-V/def2-TZVPD" e_above_lowest_kj_mol=65.2 smiles=OCCO.OCCO.OCCO.OCCO.OCCO.OCCO.OCCO.OCCO.CCO.CCO.CCO.CCO
C 1.934643 5.261662 -1.508607 0.9 -1.4 -1.2
C 2.706475 4.022702 -2.156164 -0.2 1.8 0.4
O 1.882786 2.918787 -2.477478 0.2 -0.2 0.2
H 1.708246 5.080663 -0.466074 -0.1 0.1 0.2
H 1.032188 5.455696 -2.092521 0.0 0.0 0.2
H 2.615665 6.107632 -1.638508 -0.2 0.1 0.3
H 3.561722 3.792676 -1.490436 -0.4 -0.3 -0.3
H 3.124500 4.447102 -3.092234 -0.1 -0.6 0.3
H 1.950385 2.191358 -1.835838 -0.1 0.5 -0.1
C -3.574444 -1.762847 -4.443038 -0.5 -0.7 -0.2
C -3.040456 -3.058288 -3.852532 -1.2 -0.4 0.2
O -1.734474 -2.877230 -3.401073 1.4 0.5 0.2
H -4.570743 -1.882514 -4.862522 -0.3 -0.3 0.3
H -3.007590 -1.502648 -5.316118 0.7 0.4 -0.2
H -3.608691 -0.938261 -3.734150 0.2 0.0 0.1
H -3.044553 -3.923601 -4.523061 -0.2 0.4 -0.5
H -3.602250 -3.412497 -2.988431 -0.6 0.3 0.1
H -1.231480 -3.662480 -3.600711 0.4 -0.3 0.1
C -2.849327 3.383044 -1.743766 -2.4 -1.2 1.1
C -1.974241 2.786021 -2.793106 0.1 0.5 -0.3
O -2.319577 1.414210 -2.945100 -0.2 -0.1 0.1
H -2.699779 2.912374 -0.777592 0.3 -0.6 0.2
H -3.940452 3.149185 -1.973018 1.2 0.4 0.1
H -2.798799 4.412731 -1.443318 0.5 0.8 -0.8
H -0.930148 2.907539 -2.531678 0.4 -0.1 0.0
H -2.166078 3.319254 -3.719631 0.1 0.1 -0.4
H -1.686555 0.997269 -3.542677 -0.2 0.1 0.0
C -1.694507 -2.435743 3.095707 -0.3 -0.8 0.1
C -1.526489 -2.686232 4.590868 -0.4 0.9 0.6
O -0.980407 -3.935451 4.873596 1.0 -0.6 0.1
H -1.867089 -1.379312 2.998238 0.0 0.6 -0.5
H -2.567605 -2.971110 2.659903 0.7 0.2 0.3
H -0.760563 -2.750733 2.571419 -0.7 0.4 0.3
H -2.469129 -2.636650 5.202137 0.6 0.0 -0.9
H -0.902384 -1.841967 4.979977 -0.1 -0.6 0.0
H -0.056721 -3.951470 4.547107 -0.6 -0.1 0.1
C -0.834015 2.801731 3.277167 0.3 -0.4 1.0
C -1.287273 3.700869 2.127455 -2.2 -0.4 1.3
O -0.465951 3.750760 1.029615 0.3 0.1 -1.2
O -0.500557 1.486465 2.830488 0.2 0.3 0.3
H -1.661040 2.731009 4.038644 0.5 0.2 -0.7
H 0.059170 3.172380 3.852308 -0.8 -0.2 -0.8
H -1.627915 4.698394 2.567398 0.6 -0.9 -0.7
H -2.242576 3.179118 1.781859 1.0 0.8 0.1
H 0.435488 4.040914 1.215838 0.0 -0.1 0.6
H -1.185383 1.116608 2.229280 0.1 0.3 0.2
C 1.702364 -5.180121 -0.056482 -0.1 1.3 0.5
C 1.448235 -3.856964 -0.752925 0.2 -0.4 -0.5
O 1.789309 -3.891796 -2.172234 -0.9 0.9 1.0
O 3.103477 -5.187211 0.139812 0.6 -1.3 0.6
H 1.256777 -5.988789 -0.636820 0.6 -0.3 -0.2
H 1.258742 -5.226327 0.968032 -0.3 0.4 -0.9
H 2.062665 -3.092389 -0.260344 -0.4 -0.2 0.1
H 0.405806 -3.659051 -0.628460 -1.0 0.6 -0.1
H 1.371813 -3.044003 -2.496247 0.8 -0.9 0.0
H 3.196729 -5.405518 1.078128 0.5 0.1 -0.5
C 4.020909 0.271115 -0.678138 0.2 2.5 0.9
C 3.348190 -0.908226 -1.194119 -1.4 -1.2 0.1
O 3.850034 -1.351438 -2.439074 0.5 0.1 -0.3
O 5.341324 0.052684 -0.217842 0.2 -0.6 -0.1
H 3.419983 0.711274 0.169443 0.6 -0.6 -0.6
H 4.059292 1.053810 -1.446253 -0.1 0.0 -0.2
H 2.271876 -0.644546 -1.263465 0.4 -0.4 -0.1
H 3.461591 -1.694099 -0.447637 -0.2 -0.2 0.1
H 4.031934 -2.301121 -2.436694 -0.4 0.2 0.2
H 5.725882 -0.566468 -0.856634 0.2 0.3 0.2
C 3.091651 1.938982 3.100899 -0.5 -1.1 -0.1
C 3.185266 3.302508 2.448476 1.5 -0.4 0.2
O 1.998995 4.058205 2.489067 -0.2 0.0 -0.3
O 2.238209 1.097516 2.317040 1.0 -0.2 0.1
H 2.765818 1.933220 4.162535 -0.1 0.4 -0.5
H 4.079295 1.435195 3.133407 -0.3 0.5 -0.3
H 3.548499 3.163149 1.417115 -0.6 0.1 0.2
H 3.987371 3.845555 2.947835 0.2 0.2 0.1
H 1.980456 4.461843 3.356097 -0.2 0.2 0.2
H 1.331685 1.130634 2.624171 -0.8 0.3 0.2
C 2.424799 -2.570568 3.862430 -1.2 0.0 0.4
C 3.254415 -2.090377 2.724186 -1.7 0.4 -1.3
O 4.085243 -3.158795 2.429284 1.2 -0.9 -0.2
O 1.757859 -3.804740 3.435598 0.3 1.1 0.7
H 1.621916 -1.834081 4.054101 0.4 -0.4 0.2
H 3.025111 -2.781504 4.753611 -0.2 0.1 0.0
H 3.735720 -1.128266 2.806893 0.5 0.2 0.6
H 2.481296 -1.916051 1.941573 0.5 -0.2 -0.1
H 4.549423 -3.081187 1.590338 -0.2 0.2 0.0
H 2.520777 -4.365045 3.293706 0.1 -0.6 -0.2
C 0.764296 -0.190324 -5.093587 -0.1 -0.4 0.4
C 0.787335 -0.207829 -3.588426 0.5 0.1 0.3
O 0.568496 -1.494088 -2.995838 -0.2 0.3 -0.3
O -0.539462 -0.455544 -5.631213 0.7 1.6 0.2
H 1.534095 -0.873106 -5.472647 -0.3 -0.1 -0.1
H 1.066814 0.805426 -5.366517 -0.1 0.5 -0.4
H 0.096143 0.525007 -3.174971 -0.2 -0.1 0.1
H 1.774036 0.166355 -3.283931 -0.1 -0.4 0.0
H -0.374661 -1.729009 -3.093963 0.2 0.1 -0.1
H -0.616670 -1.384419 -5.684409 -0.3 -1.6 -0.1
C -5.811767 0.981330 2.102430 -0.2 0.6 1.5
C -6.132297 -0.114762 1.133551 0.4 -1.1 1.4
O -5.073349 -0.474164 0.281134 0.2 0.2 -0.3
O -5.445384 2.167248 1.401834 -0.3 -0.4 -0.3
H -5.070998 0.767653 2.894675 0.3 -0.4 -0.7
H -6.725403 1.083228 2.726510 0.0 0.5 -0.5
H -7.060524 0.131099 0.645692 -0.3 0.1 -0.7
H -6.324103 -1.020889 1.747040 0.0 0.5 -0.3
H -4.896250 0.267194 -0.306443 -0.1 0.1 -0.2
H -4.966276 2.760435 1.978191 0.1 0.1 0.2
C -0.387034 -0.231496 -0.157770 3.3 1.9 0.4
C -1.818978 -0.299148 -0.015210 -0.9 -0.8 -0.7
O -2.221888 0.532381 1.059722 -0.4 -0.4 0.3
O -0.025333 1.032990 -0.778690 0.6 -1.0 -0.7
H 0.034967 -0.957383 -0.851718 -0.3 -0.3 0.3
H 0.183685 -0.244037 0.822882 -0.7 -0.5 -0.8
H -2.068453 -1.384528 0.036770 -0.6 0.8 0.5
H -2.209667 0.180440 -0.912254 -0.3 -0.6 -0.4
H -3.179896 0.544717 1.014629 -0.4 0.1 0.3
H -0.254266 1.759138 -0.217491 -0.3 0.8 0.9

| no. | LUMO (eV) | orbital gap (eV) | HOMO energy (eV) |
| --- | --- | --- | --- |
| 1 | -3.407 | 8.38 | -11.7873 |
| 2 | 0.319 | 10.01 | -9.6877 |